(1)
The following is a quantum chemistry calculation of a 9-piece molecular cluster, C25H68O9 overall in a non-equilibrium geometry, from OMol25.

Last column: Mulliken charge in e.
Cartesian coordinates (Å):
C (1.945, -1.424, -0.220)  -0.78
C (0.767, -1.011, 0.724)  1.17
C (-0.209, -0.042, 0.095)  -0.17
O (0.041, -2.216, 1.014)  -0.48
H (2.817, -1.425, 0.434)  0.20
H (2.079, -0.634, -0.957)  -0.45
H (1.682, -2.353, -0.714)  0.63
H (1.008, -0.613, 1.717)  -0.02
H (0.212, 0.936, -0.161)  -0.06
H (-0.990, 0.169, 0.833)  -0.33
H (-0.713, -0.361, -0.820)  0.17
H (0.630, -2.980, 0.921)  0.18
C (1.380, 5.258, -0.317)  -0.94
C (0.396, 5.277, -1.486)  0.86
C (0.164, 3.952, -2.149)  -1.13
O (-0.891, 5.743, -0.990)  -0.57
H (1.473, 4.286, 0.165)  -0.22
H (1.159, 6.045, 0.402)  0.54
H (2.329, 5.491, -0.811)  0.37
H (0.674, 5.945, -2.309)  0.24
H (1.099, 3.570, -2.568)  0.37
H (-0.526, 3.999, -2.989)  0.37
H (-0.153, 3.279, -1.348)  -0.07
H (-0.745, 6.349, -0.261)  0.29
C (-4.579, 0.606, 2.066)  -1.10
C (-4.172, -0.094, 3.376)  0.48
C (-2.761, 0.215, 3.879)  -0.81
O (-5.013, 0.425, 4.437)  -0.58
H (-3.800, 0.513, 1.309)  -0.05
H (-4.921, 1.632, 2.216)  0.50
H (-5.439, 0.098, 1.620)  0.35
H (-4.550, -1.120, 3.408)  0.26
H (-1.947, -0.172, 3.258)  0.09
H (-2.680, -0.303, 4.834)  0.45
H (-2.622, 1.290, 3.979)  0.13
H (-5.537, 1.165, 4.122)  0.32
C (-0.774, -5.201, -0.448)  -0.50
C (0.135, -5.569, 0.711)  0.47
C (0.474, -7.095, 0.723)  -1.51
O (1.274, -4.736, 0.764)  -0.55
H (-1.341, -4.329, -0.126)  0.04
H (-1.369, -6.059, -0.758)  0.46
H (-0.185, -4.969, -1.338)  -0.01
H (-0.374, -5.504, 1.681)  0.10
H (-0.466, -7.585, 0.983)  0.40
H (1.207, -7.297, 1.505)  0.41
H (0.786, -7.502, -0.239)  0.31
H (1.829, -4.941, 1.522)  0.26
C (-3.850, -2.034, -0.951)  -0.64
C (-4.081, -2.315, -2.437)  0.34
C (-2.770, -2.750, -3.116)  -0.86
O (-5.003, -3.409, -2.565)  -0.60
H (-4.754, -2.014, -0.337)  0.39
H (-3.383, -1.047, -0.911)  0.14
H (-3.301, -2.811, -0.411)  -0.01
H (-4.486, -1.374, -2.811)  0.33
H (-2.734, -2.769, -4.205)  0.33
H (-2.407, -3.706, -2.729)  0.14
H (-1.990, -2.031, -2.837)  0.09
H (-4.445, -4.189, -2.597)  0.37
C (3.531, 1.776, -0.510)  -1.09
C (4.951, 2.334, -0.179)  0.47
C (5.920, 1.279, 0.372)  -1.19
O (5.427, 2.814, -1.435)  -0.59
H (3.296, 1.030, -1.274)  0.34
H (2.831, 2.574, -0.756)  0.40
H (3.263, 1.251, 0.419)  0.09
H (4.814, 3.202, 0.467)  0.34
H (6.539, 1.590, 1.215)  0.31
H (6.663, 0.954, -0.358)  0.31
H (5.355, 0.393, 0.669)  0.25
H (5.207, 2.189, -2.124)  0.34
C (1.274, 4.230, 4.877)  -1.53
C (0.846, 3.825, 3.461)  0.51
C (0.854, 2.307, 3.285)  -0.86
O (-0.446, 4.234, 3.038)  -0.41
H (2.113, 3.606, 5.183)  0.37
H (0.497, 3.961, 5.602)  0.40
H (1.443, 5.296, 5.007)  0.37
H (1.528, 4.256, 2.725)  0.05
H (1.861, 1.870, 3.244)  0.46
H (0.526, 1.949, 2.303)  -0.09
H (0.245, 1.753, 4.002)  0.37
H (-1.084, 4.039, 3.735)  0.33
C (1.109, -3.781, -3.493)  -0.91
C (1.555, -2.972, -4.719)  0.46
C (1.960, -1.536, -4.384)  -1.34
O (2.701, -3.687, -5.215)  -0.57
H (1.886, -4.060, -2.789)  0.38
H (0.636, -4.663, -3.930)  0.37
H (0.304, -3.184, -3.056)  0.04
H (0.846, -3.026, -5.551)  0.18
H (1.268, -0.963, -3.767)  0.28
H (2.195, -1.031, -5.323)  0.42
H (2.871, -1.576, -3.779)  0.38
H (3.191, -3.090, -5.794)  0.30
C (-2.313, 3.357, 0.849)  -0.23
O (-2.631, 3.255, -0.520)  -0.63
H (-1.519, 2.632, 1.074)  -0.05
H (-1.849, 4.310, 1.096)  0.34
H (-3.081, 3.111, 1.582)  0.22
H (-2.181, 3.934, -1.037)  0.28

Atoms 1-3, force components in eV/Å:
-0.633 1.726 1.314
-0.609 -1.192 -0.911
-0.591 0.726 0.122

Gap between HOMO and LUMO (eV): 10.03

(2)
The following is a quantum chemistry calculation of an isolated ion of composition C24H12F8O4S and charge -2 in a non-equilibrium geometry, from OMol25.

Last column: Mulliken charge in e.
Cartesian coordinates (Å):
O (-5.234, -0.068, -1.428)  -0.72
C (-5.292, -1.270, -1.856)  0.19
O (-6.312, -1.987, -1.755)  -0.77
C (-4.223, -1.727, -2.735)  -0.61
C (-2.879, -1.924, -2.436)  -0.05
C (-1.993, -2.257, -3.576)  0.11
C (-2.345, -3.162, -4.601)  -0.38
C (-1.514, -3.376, -5.730)  -0.63
C (-0.342, -2.611, -5.862)  0.42
F (0.440, -2.750, -6.970)  -0.36
C (0.028, -1.737, -4.838)  -0.55
C (-0.743, -1.626, -3.677)  -0.25
C (-2.282, -1.729, -1.082)  0.11
C (-2.353, -0.460, -0.448)  -0.20
C (-1.714, -0.297, 0.768)  -0.52
C (-0.975, -1.307, 1.433)  0.16
S (0.011, -0.938, 2.875)  -0.38
C (1.051, 0.347, 2.306)  -0.29
C (1.430, 0.439, 0.969)  -0.43
C (2.324, 1.420, 0.538)  -0.12
F (2.585, 1.469, -0.793)  -0.32
C (2.830, 2.322, 1.417)  -0.62
C (2.421, 2.326, 2.764)  0.26
C (2.979, 3.380, 3.776)  1.00
O (2.794, 4.574, 2.955)  -0.64
C (2.280, 3.581, 5.168)  0.45
F (2.707, 4.730, 5.793)  -0.29
F (0.980, 3.739, 4.924)  -0.23
F (2.482, 2.548, 6.066)  -0.24
C (4.513, 3.049, 4.013)  0.61
F (5.150, 4.072, 4.612)  -0.27
F (4.716, 1.876, 4.751)  -0.27
F (5.163, 2.846, 2.859)  -0.26
C (1.551, 1.318, 3.199)  -0.38
C (-0.912, -2.543, 0.806)  -0.20
C (-1.499, -2.740, -0.421)  0.47
O (-1.356, -3.916, -0.951)  -0.93
H (-4.534, -1.984, -3.721)  0.45
H (-3.300, -3.666, -4.474)  0.48
H (-1.755, -4.086, -6.525)  0.35
H (0.933, -1.166, -4.918)  0.41
H (-0.444, -0.981, -2.839)  0.35
H (-2.901, 0.346, -0.935)  0.46
H (-1.765, 0.679, 1.241)  0.31
H (1.045, -0.258, 0.229)  0.58
H (3.539, 3.043, 1.025)  0.50
H (1.899, 4.561, 2.565)  0.51
H (1.172, 1.233, 4.229)  0.33
H (-0.353, -3.334, 1.292)  0.37

Atoms 1-3, force components in eV/Å:
0.686 -0.953 -0.275
-2.302 2.401 0.937
0.250 -0.838 -0.054

Gap between HOMO and LUMO (eV): 4.60
Net charge: -2

(3)
The following is a quantum chemistry calculation of a 13-piece molecular cluster, C22H70O24 overall in a non-equilibrium geometry, from OMol25.

Last column: Mulliken charge in e.
Cartesian coordinates (Å):
O (2.653, -1.019, -1.643)  -0.35
H (3.572, -0.999, -1.930)  0.31
H (2.612, -0.376, -0.923)  -0.23
O (2.127, -2.725, 2.114)  -0.76
H (1.225, -2.540, 2.410)  0.18
H (2.669, -2.038, 2.551)  0.20
C (0.309, 0.007, 0.694)  0.90
C (-0.305, -0.654, -0.502)  0.48
O (-1.530, -0.036, -0.853)  0.31
O (0.723, 1.338, 0.348)  2.05
H (1.150, -0.575, 1.071)  -0.50
H (-0.421, 0.115, 1.504)  -0.54
H (-0.473, -1.708, -0.277)  0.19
H (0.431, -0.618, -1.310)  -0.12
H (-1.432, 0.923, -0.835)  -0.90
H (1.502, 1.543, 0.875)  -0.80
C (3.132, 2.318, -1.429)  0.14
C (4.242, 3.234, -1.878)  -0.83
O (4.559, 4.119, -0.798)  -0.54
O (3.604, 1.410, -0.426)  -0.36
H (2.734, 1.732, -2.251)  0.32
H (2.306, 2.909, -1.063)  0.09
H (4.061, 3.817, -2.784)  0.40
H (5.118, 2.606, -2.083)  0.34
H (5.473, 4.395, -0.904)  0.30
H (3.835, 1.921, 0.357)  0.18
C (1.848, 4.322, 2.701)  -0.84
C (0.333, 4.355, 2.557)  -0.27
O (-0.108, 4.261, 1.194)  -0.58
O (2.345, 3.034, 2.340)  -0.34
H (2.094, 4.506, 3.751)  0.47
H (2.340, 5.032, 2.029)  0.35
H (-0.046, 5.249, 3.048)  0.48
H (-0.014, 3.458, 3.080)  0.16
H (0.446, 3.557, 0.824)  0.08
H (3.297, 3.004, 2.465)  0.21
C (3.165, -4.194, -0.893)  -0.13
C (3.952, -5.009, 0.142)  -0.60
O (4.230, -4.349, 1.352)  -0.56
O (1.829, -3.995, -0.422)  -0.20
H (3.169, -4.765, -1.823)  0.39
H (3.561, -3.214, -1.182)  -0.03
H (4.785, -5.517, -0.347)  0.44
H (3.290, -5.861, 0.355)  0.31
H (3.440, -3.838, 1.591)  0.38
H (1.839, -3.571, 0.447)  0.29
C (-0.578, 3.030, -2.806)  -0.26
C (-1.409, 3.964, -1.940)  -0.49
O (-1.629, 3.229, -0.737)  -0.38
O (0.651, 2.788, -2.085)  -0.49
H (-0.352, 3.420, -3.795)  0.45
H (-1.047, 2.046, -2.879)  0.02
H (-2.337, 4.203, -2.470)  0.29
H (-0.818, 4.873, -1.818)  0.42
H (-1.560, 3.877, -0.019)  0.23
H (0.388, 2.312, -1.284)  -0.26
C (-3.264, -3.121, 2.814)  -0.58
C (-2.083, -2.807, 1.937)  0.30
O (-0.937, -2.365, 2.667)  -0.55
O (-2.905, -4.212, 3.694)  -0.53
H (-4.117, -3.490, 2.237)  0.39
H (-3.580, -2.278, 3.438)  0.19
H (-2.373, -2.169, 1.096)  -0.29
H (-1.697, -3.704, 1.449)  0.43
H (-1.169, -1.463, 2.941)  0.27
H (-3.762, -4.554, 3.964)  0.30
C (-2.969, 0.788, 2.619)  -0.37
C (-2.527, 2.218, 2.403)  1.11
O (-2.487, 2.951, 3.617)  -0.65
O (-1.991, 0.116, 3.400)  -0.54
H (-3.103, 0.321, 1.641)  -0.10
H (-3.988, 0.718, 3.017)  0.54
H (-3.207, 2.632, 1.649)  -0.03
H (-1.548, 2.159, 1.912)  -0.60
H (-2.488, 3.860, 3.301)  0.43
H (-1.926, 0.529, 4.266)  0.30
C (-3.681, -1.758, -1.828)  0.64
C (-4.175, -2.154, -3.207)  -0.38
O (-5.042, -3.269, -3.166)  -0.59
O (-3.050, -2.876, -1.217)  -0.59
H (-4.561, -1.543, -1.219)  0.23
H (-2.987, -0.915, -1.844)  -0.19
H (-3.337, -2.355, -3.889)  0.12
H (-4.748, -1.368, -3.706)  0.28
H (-4.708, -3.900, -2.517)  0.36
H (-2.176, -3.064, -1.603)  0.45
C (0.650, -3.517, -4.475)  -0.76
C (-0.083, -2.717, -3.404)  0.42
O (-0.572, -3.546, -2.346)  -0.53
O (1.914, -4.027, -4.099)  -0.50
H (0.746, -2.903, -5.377)  0.28
H (-0.012, -4.356, -4.695)  0.37
H (-0.993, -2.242, -3.770)  0.10
H (0.585, -1.950, -2.991)  -0.14
H (0.182, -3.737, -1.770)  0.22
H (2.377, -3.334, -3.615)  0.31
C (-5.945, 2.036, -1.091)  -0.64
C (-4.896, 2.616, -2.024)  -0.40
O (-3.754, 1.768, -1.996)  -0.31
O (-5.477, 2.065, 0.255)  -0.45
H (-6.208, 1.018, -1.377)  0.28
H (-6.916, 2.544, -1.172)  0.37
H (-4.614, 3.647, -1.798)  0.32
H (-5.309, 2.564, -3.035)  0.31
H (-3.093, 2.127, -1.389)  0.07
H (-5.416, 2.994, 0.498)  0.29
C (4.130, 0.012, 3.000)  0.24
C (5.108, -0.790, 2.113)  -0.41
O (6.141, 0.074, 1.675)  -0.58
O (3.292, -0.908, 3.718)  -0.67
H (3.582, 0.752, 2.420)  -0.31
H (4.839, 0.414, 3.728)  0.59
H (4.644, -1.316, 1.272)  0.11
H (5.520, -1.619, 2.690)  0.44
H (5.766, 0.782, 1.139)  0.30
H (3.418, -0.688, 4.643)  0.32

Atoms 1-3, force components in eV/Å:
0.002 -0.106 -0.163
0.009 0.112 0.087
0.186 0.098 -0.057

Gap between HOMO and LUMO (eV): 8.86

(4)
The following is a quantum chemistry calculation of C64H56BaN13O3P2S2SbTe as an isolated structure in a non-equilibrium geometry, from OMol25.

Last column: Mulliken charge in e.
Cartesian coordinates (Å):
Ba (0.477, -0.906, -0.044)  3.02
Te (3.878, 3.767, -0.727)  0.35
C (4.407, 5.375, -1.987)  0.08
C (5.168, 6.444, -1.520)  -0.53
C (5.476, 7.485, -2.380)  -0.31
N (5.088, 7.547, -3.652)  -0.71
C (4.362, 6.518, -4.090)  -0.53
C (4.005, 5.426, -3.319)  0.18
C (2.169, 3.122, -1.840)  -1.14
P (2.180, 1.329, -2.128)  0.65
C (1.617, 1.120, -3.876)  1.31
C (1.534, 2.182, -4.769)  0.01
C (1.134, 1.971, -6.078)  -0.86
C (0.802, 0.693, -6.509)  -0.68
C (0.886, -0.373, -5.626)  -0.54
C (1.301, -0.156, -4.320)  -0.88
C (3.950, 0.918, -2.433)  -0.07
C (4.683, 1.541, -3.442)  -0.32
C (6.032, 1.281, -3.600)  -0.73
C (6.674, 0.386, -2.753)  -0.50
C (5.954, -0.248, -1.753)  -0.65
C (4.599, 0.018, -1.596)  -0.41
P (0.859, 3.365, -0.557)  0.52
C (0.590, 5.190, -0.635)  0.56
C (0.032, 5.815, 0.475)  -0.45
C (-0.182, 7.184, 0.492)  -0.50
C (0.176, 7.956, -0.605)  -0.56
C (0.732, 7.344, -1.719)  -0.83
C (0.928, 5.972, -1.734)  -0.45
C (-0.680, 2.780, -1.398)  0.62
C (-0.800, 2.942, -2.775)  0.17
C (-1.690, 2.243, -3.613)  -0.27
C (-2.659, 1.335, -3.334)  -0.93
C (-2.805, 1.463, -0.752)  1.50
C (-1.518, 2.144, -0.510)  -2.65
H (5.506, 6.478, -0.492)  0.32
H (6.062, 8.325, -2.022)  0.35
H (4.043, 6.574, -5.127)  0.35
H (3.398, 4.625, -3.723)  0.42
H (1.765, 3.175, -4.406)  -0.09
H (1.063, 2.809, -6.761)  0.39
H (0.461, 0.532, -7.524)  0.32
H (0.605, -1.370, -5.937)  0.42
H (1.350, -0.996, -3.634)  0.32
H (4.186, 2.244, -4.099)  0.26
H (6.589, 1.782, -4.382)  0.40
H (7.731, 0.188, -2.871)  0.34
H (6.447, -0.948, -1.090)  0.41
H (4.041, -0.469, -0.804)  0.53
H (-0.232, 5.208, 1.333)  0.42
H (-0.619, 7.654, 1.365)  0.39
H (0.025, 9.029, -0.590)  0.34
H (1.016, 7.938, -2.579)  0.41
H (1.362, 5.488, -2.598)  0.26
H (-0.083, 3.590, -3.257)  0.29
H (-1.581, 2.427, -4.678)  0.31
H (-3.225, 0.877, -4.133)  0.26
H (-2.733, 0.563, -0.123)  -0.42
H (-1.179, 2.059, 0.514)  1.15
N (0.843, 1.523, 5.647)  0.04
C (2.109, 1.014, 5.471)  0.54
C (3.109, 0.651, 6.365)  -1.28
C (4.282, 0.164, 5.819)  -0.44
C (4.453, 0.059, 4.430)  -0.66
C (3.455, 0.425, 3.547)  -0.80
C (2.256, 0.895, 4.080)  0.41
N (1.104, 1.302, 3.433)  -0.23
C (0.301, 1.680, 4.389)  0.48
C (-1.036, 2.243, 4.218)  -0.79
C (-1.891, 2.643, 5.208)  -0.15
S (-3.327, 3.260, 4.512)  -0.23
C (-2.679, 2.945, 2.942)  -0.40
N (-1.500, 2.421, 2.949)  0.51
H (0.402, 1.757, 6.519)  0.18
H (2.983, 0.750, 7.435)  0.39
H (5.088, -0.135, 6.477)  0.37
H (5.393, -0.311, 4.043)  0.46
H (3.584, 0.353, 2.479)  0.68
H (-1.764, 2.608, 6.274)  0.35
H (-3.240, 3.143, 2.041)  0.42
N (-3.871, -1.202, -2.647)  0.11
C (-3.986, -0.060, -1.866)  -0.02
N (-4.913, 0.045, -0.934)  -0.13
N (-5.051, 1.294, -0.386)  -1.30
N (-4.066, 2.078, -0.327)  -0.21
N (-3.088, 0.918, -2.073)  0.47
C (-2.562, -1.716, -2.682)  -0.69
N (-2.064, -2.489, -3.640)  -0.64
N (-0.800, -2.689, -3.280)  -0.64
N (-0.552, -2.054, -2.171)  -0.11
N (-1.661, -1.443, -1.742)  1.21
H (-4.600, -1.890, -2.510)  0.44
C (-3.615, -6.086, 2.108)  -1.41
C (-2.207, -6.413, 1.688)  1.32
C (-1.862, -7.762, 1.771)  -0.69
C (-0.591, -8.225, 1.482)  -0.68
C (0.380, -7.315, 1.107)  -0.89
C (0.050, -5.972, 1.003)  -1.21
C (-1.230, -5.487, 1.268)  0.05
Sb (-1.503, -3.334, 0.883)  1.23
C (-2.203, -2.942, 2.900)  1.16
C (-2.035, -3.866, 3.925)  -1.10
C (-2.501, -3.612, 5.205)  -0.86
C (-3.143, -2.412, 5.478)  -0.91
C (-3.276, -1.466, 4.476)  -0.17
C (-2.799, -1.712, 3.190)  -0.09
C (-2.878, -0.629, 2.156)  0.66
C (-3.438, -3.619, -0.060)  1.36
C (-4.585, -2.995, 0.410)  -0.41
C (-5.805, -3.140, -0.230)  -0.71
C (-5.888, -3.926, -1.367)  -0.91
C (-4.744, -4.543, -1.853)  -0.45
C (-3.514, -4.396, -1.220)  0.88
C (-2.323, -5.106, -1.803)  -2.27
H (-3.924, -6.781, 2.892)  0.55
H (-4.311, -6.184, 1.276)  0.31
H (-3.710, -5.078, 2.495)  -0.05
H (-2.626, -8.466, 2.087)  0.40
H (-0.363, -9.281, 1.562)  0.34
H (1.390, -7.641, 0.884)  0.43
H (0.815, -5.281, 0.672)  0.70
H (-1.532, -4.807, 3.726)  0.52
H (-2.370, -4.354, 5.985)  0.43
H (-3.538, -2.214, 6.467)  0.37
H (-3.757, -0.516, 4.684)  0.46
H (-3.823, -0.084, 2.181)  0.72
H (-2.786, -1.030, 1.145)  -1.78
H (-2.070, 0.096, 2.301)  -0.01
H (-4.550, -2.389, 1.305)  0.08
H (-6.672, -2.609, 0.141)  0.33
H (-6.829, -4.037, -1.890)  0.30
H (-4.798, -5.143, -2.753)  0.36
H (-2.448, -5.231, -2.877)  0.55
H (-2.193, -6.090, -1.344)  0.29
H (-1.397, -4.549, -1.661)  0.24
C (2.927, -3.242, 2.733)  -1.33
S (1.900, -2.430, 1.553)  -0.05
O (0.720, -1.956, 2.280)  -0.27
O (1.573, -3.383, 0.499)  -0.67
O (2.654, -1.311, 0.983)  -0.01
H (2.311, -3.965, 3.261)  0.34
H (3.318, -2.492, 3.414)  0.22
H (3.726, -3.737, 2.190)  0.40

Atoms 1-3, force components in eV/Å:
-2.613 4.190 -3.369
-0.144 0.082 -0.310
0.027 -0.008 -0.058

Gap between HOMO and LUMO (eV): 3.71
Net charge: -2

Relative energy (zero: lowest compared OMol25 entry of this formula, charge and spin) / kcal/mol: 70.2 4.3 0.0 109.4